Record 1
C25H24BrNO2Re as an isolated structure at a distorted geometry, computed with the ωB97M-V functional and the def2-TZVPD basis.

Results
F_max (eV Å⁻¹): 4.5
<S²>: 3.768
2S+1: 4
Total charge: 0
Kohn-Sham gap (spin up / spin down) (eV): 6.00 / 5.62

Geometry as XYZ:
```
54
C25H24BrNO2Re (the ωB97M-V functional and the def2-TZVPD basis)
Re -0.01434 -0.02385 -0.04734
Br 0.81344 -1.85985 1.54385
O -2.08508 1.87816 2.16731
O -0.20285 0.68030 1.95090
N 0.04608 -1.21558 4.48813
C 2.12741 0.15897 4.70524
C 1.66370 -0.06077 -1.57266
C 1.40464 -1.05869 4.56140
C 0.94669 1.17141 -1.70341
C -1.65428 0.61001 4.06056
C 2.31828 -0.06144 -0.29619
C 2.15115 -2.26893 4.44796
C 4.38860 1.37741 4.79646
C 1.12157 1.91937 -0.48746
C 4.23210 -1.08138 4.55789
C -2.53967 0.19436 6.73588
C -1.49547 -0.54670 6.21742
C -2.69416 1.35135 4.62117
C -1.81828 0.41850 -1.33645
C -1.13393 -0.74058 -1.82186
C 3.52993 -2.28553 4.44304
C -1.27989 1.10132 2.60378
C 3.54584 0.11498 4.68567
C -2.32353 0.11138 -0.03196
C 1.95301 1.14468 0.38717
C -3.14920 1.16058 5.92946
C 1.51727 1.51842 4.87853
C -1.00076 -0.34611 4.90048
C -1.91757 -1.21127 0.30857
C -1.19294 -1.75196 -0.81437
H -0.69577 -0.86328 -2.81722
H 1.78784 2.17821 4.03822
H 2.25848 1.41459 1.39681
H -3.24287 2.11149 4.04866
H -0.30868 -2.18673 4.47643
H 4.20189 1.88921 5.74456
H 5.45799 1.15871 4.75131
H 4.16368 2.06016 3.97424
H 2.95590 -0.85957 0.09737
H 5.33274 -1.11864 4.54279
H -0.76465 -2.75589 -0.87639
H 1.75763 -0.84760 -2.32891
H 0.68947 2.90034 -0.26615
H -3.98584 1.74688 6.32368
H 0.41854 1.54870 4.94713
H -1.97848 1.36052 -1.86830
H -1.02971 -1.32139 6.84215
H 1.87334 1.98430 5.80932
H -2.12276 -1.72536 1.24590
H 0.40416 1.51869 -2.58961
H -2.89769 0.02371 7.75096
H 1.62810 -3.22419 4.33481
H 4.07142 -3.22933 4.34355
H -2.91452 0.78294 0.58879
```

---

Record 2
C50H46CdCl3N9O8S as an isolated structure at a distorted geometry, computed with the ωB97M-V functional and the def2-TZVPD basis.

Results
F_max (eV Å⁻¹): 1.1
Relative energy (zero: lowest compared OMol25 entry of this formula, charge and spin) (kcal per mole): 5.41
Total charge: -2
Kohn-Sham gap (eV): 5.44

Geometry as XYZ:
```
118
C50H46CdCl3N9O8S (the ωB97M-V functional and the def2-TZVPD basis)
Cd 0.09420 -0.26638 0.40815
Cl -3.94887 -0.89879 4.08966
Cl 6.45151 3.65869 5.54700
Cl -1.46603 -0.11726 5.35916
S 5.86961 -4.99307 -6.96069
O -2.14452 0.11318 1.99922
O -0.40990 -1.21633 2.54137
O 5.13894 -4.99419 1.09643
O 5.30289 -3.08042 2.21431
O -0.58359 6.71572 4.51878
O 4.22875 -0.90056 2.30354
O 2.46402 0.13310 1.38521
O 7.48768 -4.29335 -8.84075
N 0.79193 1.26399 -2.41903
N -0.97394 -1.92128 -0.73043
N 1.92074 -3.12712 -0.81593
N -0.98405 1.34423 -0.87758
N 1.94168 -1.96829 -0.16737
N 0.34950 1.71533 1.83560
N 0.52601 -0.12277 -2.46818
N 0.44690 3.53837 3.01586
N 0.76115 2.54084 3.86757
C -2.15221 3.42835 -0.64541
C -0.80928 -0.62796 -2.78379
C -2.97901 -4.53254 1.90851
C 3.13721 5.84628 5.87666
C -0.96532 -3.71635 0.87255
C -0.68382 5.28476 4.47476
C 3.08443 -2.41169 -4.39466
C -1.10710 4.09475 -1.32381
C -1.59751 -4.56779 1.75864
C 1.44746 -0.85600 -3.06904
C 0.78668 5.39361 6.67757
C -2.00061 2.07876 -0.41357
C 6.63946 -3.86106 -8.09833
C 2.21011 -1.58262 -3.67141
C 3.60888 -3.28895 0.56110
C 0.21919 3.01674 1.79803
C -2.45925 -0.84383 -4.53973
C 2.57220 -3.34223 -5.32057
C -1.32415 -0.25022 -4.01055
C -1.68288 -2.77991 0.10821
C 2.63691 3.66555 6.70882
C 4.79349 -4.00461 -5.94937
C -2.39882 3.37076 4.13836
C -3.07446 -2.74121 0.29301
C -2.35141 5.29005 2.54904
C 3.23300 -0.83268 1.52857
C 2.21294 4.95768 6.41439
C 4.75162 -3.85859 1.31491
C 0.36715 4.92996 3.39520
C 4.48223 -2.34164 -4.23771
C 4.44045 5.45531 5.60678
C 2.90130 -3.95280 -0.42000
C -2.19766 -1.10553 4.07300
C -0.36819 4.71018 5.88521
C 0.69938 1.46479 3.12142
C -3.70493 -3.60605 1.17246
C -0.05659 3.38447 -1.81849
C 2.94914 -2.03936 0.67808
C 5.31811 -3.13448 -4.99545
C 3.41278 -4.11722 -6.09302
C -2.56223 -2.24135 -2.57530
C 4.82844 4.15631 5.88735
C -0.05590 1.95032 -1.69528
C -1.46273 -1.59059 -1.95628
C 3.93456 3.25771 6.44665
C -1.54067 -0.68976 2.71424
C -3.17528 5.61900 4.85976
C -3.03979 -1.88028 -3.81958
C 6.19697 -2.42064 -8.09915
C -2.12756 4.87643 4.01029
H 0.76600 3.84886 -2.34561
H 4.88901 -1.66916 -3.49400
H 5.14953 6.14731 5.17246
H -0.79333 0.52039 -4.55916
H -0.04038 3.60590 0.93301
H 2.83030 6.86220 5.65138
H 3.00830 -4.80934 -6.82114
H -3.02804 -3.07168 -2.06255
H -2.32520 3.02488 5.16946
H 1.20800 -3.28070 -1.51052
H -1.80048 4.64204 1.86582
H 6.56079 -1.95179 -9.01197
H 0.72480 6.47231 6.52264
H 3.06380 -4.93110 -0.83934
H 1.49834 -3.41833 -5.43418
H -2.72524 1.53776 0.18473
H -4.17001 5.26561 4.58507
H -3.41090 5.19382 2.30338
H -3.04771 5.42903 5.92681
H -2.05207 6.32691 2.38241
H 5.11343 -2.34236 -8.03675
H -1.73012 2.76516 3.52888
H 0.11310 -3.73601 0.78902
H -1.13868 5.17305 -1.44548
H 1.33233 5.28607 3.74422
H 0.12015 5.47377 2.48545
H -3.41353 3.16546 3.78993
H 6.39045 -3.09319 -4.84840
H 6.61650 -1.89550 -7.24279
H 1.93825 2.95776 7.13603
H -3.14722 6.69653 4.68145
H -3.65002 -1.98640 -0.22658
H -0.17094 3.64648 5.78926
H -1.11710 7.01886 5.26028
H 0.90411 0.47729 3.49338
H -3.02367 3.95588 -0.28165
H -3.88622 -2.41744 -4.23547
H -4.77979 -3.54351 1.29910
H 4.24601 2.24042 6.64259
H -1.97211 -2.14375 4.28824
H 4.85353 -2.12832 2.23360
H -1.00568 -5.25737 2.35013
H -3.47929 -5.20375 2.59702
H -2.84498 -0.54495 -5.50645
H -1.26319 4.83948 6.49847
H 0.58922 5.20497 7.73671
```

---

Record 3
A 7-piece molecular cluster, C62H86BrFNO7P3 overall at a distorted geometry, computed with the ωB97M-V functional and the def2-TZVPD basis.

Results
F_max (eV Å⁻¹): 9.5
Total charge: 0
Kohn-Sham gap (eV): 8.75

Geometry as XYZ:
```
161
C62H86BrFNO7P3 (the ωB97M-V functional and the def2-TZVPD basis)
Br 3.15583 -4.20367 -4.01791
P 4.24652 -1.79256 0.23438
P 2.34145 -2.28128 -5.02124
P -0.21360 -2.68775 -3.38829
F 1.04261 2.07619 -7.21039
O -1.39801 -2.72008 -4.44342
O 1.75629 -0.17570 -7.77816
O 2.39859 2.13420 -4.54250
O 4.56664 -0.21223 -0.43003
O 5.07251 -2.84543 -0.60730
O 1.50489 -2.88363 -6.42352
O 4.45227 -1.91477 1.96085
N 2.89372 0.30300 -3.04080
C -2.77068 -8.28210 5.29243
C 9.96604 0.51387 1.47808
C -3.07808 1.45921 -1.42631
C 2.37405 -2.20552 -0.10856
C 1.14362 -1.35782 -3.80947
C -0.21259 7.39454 -2.17592
C 7.78599 4.07504 2.25231
C -0.04072 0.04486 -5.82306
C 6.34174 -0.45371 -2.35140
C 6.92045 -2.80212 2.03746
C 10.95716 0.04802 2.34156
C 11.74004 -1.46479 0.62853
C -6.61609 -1.38491 -7.01792
C -2.20711 -1.26414 3.20008
C 9.85748 -0.01498 0.19171
C -7.96505 -2.33231 1.06358
C 11.84520 -0.93989 1.91692
C -3.15858 -5.13322 2.77628
C -9.03979 -0.96206 2.73788
C -3.65307 -3.56992 2.70432
C -6.94061 -1.39257 0.95308
C -6.97792 3.62026 6.70768
C 7.09278 3.69800 1.10186
C -0.37397 0.75048 -3.08512
C -2.33367 1.20123 0.04155
C -6.96172 -0.24105 1.73942
C -6.02509 -0.26302 -6.43743
C -0.13631 6.09537 -1.67307
C -9.42623 2.53687 5.92287
C -7.07022 2.26697 6.38361
C -1.36696 1.97153 -3.54121
C -9.01679 -2.11545 1.95427
C -4.14449 -1.61256 -5.74639
C -8.01050 -0.02680 2.63407
C -4.73376 -2.73361 -6.33016
C -0.42670 8.25231 0.07255
C -5.96900 -2.61932 -6.96841
C -3.15584 -0.36913 2.16715
C -3.34140 -5.85247 4.23883
C 0.55957 0.13134 -4.29972
C -2.96839 -2.57977 3.82089
C -2.19925 -7.04752 4.36686
C -4.78717 -0.37626 -5.80398
C -8.29342 1.72521 5.98972
C 2.21261 -1.00059 -2.57320
C 5.82960 -1.58319 2.38033
C 10.74309 -1.00554 -0.23169
C 1.97934 0.96941 -4.04414
C -0.35615 8.47245 -1.30277
C -9.33586 3.88806 6.25591
C -0.19752 5.87608 -0.29722
C 7.24540 4.43008 -0.07522
C 5.98597 -0.04723 -0.80150
C -2.55311 -0.31698 0.62671
C -0.34485 6.95368 0.57562
C 8.78482 5.91539 1.04704
C 8.08725 5.54155 -0.10194
C 0.99873 0.59319 -6.99355
C 1.65046 -1.03983 -1.02660
C -8.11187 4.43057 6.64615
C -2.28203 2.60136 -2.31404
C 8.63506 5.18101 2.22312
H -0.02826 5.25495 -2.35331
H 2.26995 -3.28246 -0.60943
H 12.61899 -1.30115 2.58912
H 7.86832 -2.74604 2.75440
H -2.03533 -5.23563 2.43539
H -9.86033 -0.79244 3.43076
H 11.03823 0.45580 3.34619
H -8.36469 0.67111 5.73494
H -10.37867 2.11595 5.61237
H -4.21788 -0.88469 2.19284
H 6.20008 -0.53379 2.00785
H -2.09231 -8.35017 6.24891
H -1.90791 -0.57449 4.11982
H 8.20077 6.11575 -1.01743
H 6.43396 2.83386 1.12322
H 3.01326 1.03252 -2.30219
H -3.15203 -5.12216 5.15907
H -3.18310 -1.70232 -5.24682
H -6.02365 4.04318 7.00918
H -6.16138 0.48946 1.65549
H -3.79315 -5.77179 2.00087
H -2.15309 1.64085 -4.37659
H -1.99178 -7.43989 3.27709
H -2.61437 2.04257 0.80607
H -0.13117 4.86438 0.09512
H -4.23098 -3.69625 -6.28805
H -7.58156 -1.29681 -7.51011
H -3.30443 0.70631 2.64377
H -8.02590 0.86896 3.24869
H 5.80644 -1.53018 3.56800
H -1.50497 -0.88365 0.66997
H -6.52838 0.69935 -6.47814
H 6.70711 4.13462 -0.97235
H 1.92657 0.01637 -0.54785
H 6.73599 -0.62581 -0.10613
H 9.27787 1.28743 1.80735
H 6.23459 1.10641 -0.66406
H -4.44129 -6.26265 4.39156
H -0.41394 9.48497 -1.69472
H -4.82236 -3.49745 2.77727
H 0.31172 -4.02625 -3.30137
H 9.08278 0.34511 -0.48017
H 12.43416 -2.23183 0.29601
H -3.07589 0.40790 -1.98272
H -3.13837 3.27441 -2.80277
H -6.12459 -1.55815 0.25410
H -1.17381 1.32948 -0.17960
H 7.17305 -1.30492 -2.30955
H -0.85130 -2.42498 -2.09108
H 10.65674 -1.41939 -1.23327
H -6.18786 1.63394 6.43721
H -3.34830 -3.15075 1.64152
H -3.90237 -8.05210 5.59146
H -0.99202 -0.05212 -2.49565
H -2.20523 -3.25385 4.43850
H -1.04111 0.67689 -5.98484
H -6.42714 -3.49196 -7.42556
H -0.54408 9.09183 0.75213
H 9.18001 5.47152 3.11798
H -0.34044 -1.06151 -6.15760
H 2.16252 -2.72722 -7.18940
H -2.70527 -9.30457 4.69217
H 7.23835 -2.76516 0.89009
H 6.81978 0.41828 -2.98830
H -1.64028 3.24412 -1.57540
H 3.17506 -1.70108 -2.48029
H -10.21997 4.51908 6.21048
H -0.15999 7.56606 -3.24780
H 7.66532 3.50644 3.17020
H 9.44471 6.77863 1.02509
H 0.49050 -1.16002 -0.92942
H -3.80830 -2.27594 4.61045
H 5.39986 -0.94395 -2.85010
H -4.32461 0.49842 -5.35488
H -0.72612 2.83057 -4.06745
H -7.94483 -3.23268 0.45559
H 6.30557 -3.80606 2.20592
H 0.38145 1.22102 -2.28928
H -1.20923 -1.63808 2.70778
H -0.39594 6.78208 1.64762
H -9.81776 -2.84533 2.03698
H -8.04111 5.48442 6.90234
H -3.31161 -0.91592 -0.04453
H -1.20251 -6.56078 4.77443
H 1.80682 -2.27046 0.93067
H -4.23116 1.71598 -1.26794
```

---

Record 4
An isolated ion of composition C3H11N2 and charge +1 at a distorted geometry, computed with the ωB97M-V functional and the def2-TZVPD basis.

Results
F_max (eV Å⁻¹): 1.1
Relative energy (zero: lowest compared OMol25 entry of this formula, charge and spin) (kcal per mole): 10.20
Total charge: +1
Kohn-Sham gap (eV): 10.09

Geometry as XYZ:
```
16
C3H11N2 (the ωB97M-V functional and the def2-TZVPD basis)
N -1.46656 0.28675 1.46430
N 0.80411 -0.83280 -1.28968
C 0.43331 -0.26190 0.07778
C 1.01662 1.12502 0.14400
C -1.08292 -0.31171 0.20289
H -1.47006 -1.31871 0.04252
H 0.55385 -1.81564 -1.39739
H 0.53691 1.78778 -0.58075
H 2.09209 1.11698 -0.07269
H -2.33264 0.80523 1.39466
H -1.47035 0.29703 -0.61723
H 0.42328 -0.29610 -2.07021
H 0.87185 1.58951 1.10639
H -1.67598 -0.42048 2.16731
H 0.93088 -0.94075 0.77209
H 1.83560 -0.81019 -1.34398
```